i.
ORCA calculation (ωB97M-V with the def2-TZVPD basis set) on a molecular structure, C6H8.

Its lowest unoccupied orbital energy is 1.00 eV. The value obtained for the HOMO energy is -7.7 eV.

XYZ file:
```
14
C6H8 ωB97M-V with the def2-TZVPD basis set
C 1.38 0.12 -0.31
C 0.43 -1.03 -0.11
C -0.78 -0.50 0.65
C -0.54 0.97 0.89
C 0.26 1.19 -0.42
C -0.75 -0.49 -0.85
H 1.96 0.03 -1.23
H 2.06 0.34 0.52
H 0.67 -2.09 -0.08
H -1.41 -1.17 1.22
H -1.47 1.55 0.91
H 0.06 1.22 1.77
H -0.50 0.75 -1.32
H -1.41 -0.94 -1.58
```

=====

ii.
ORCA calculation (ωB97M-V with the def2-TZVPD basis set) on C6H8 in the gas phase.

Its lowest unoccupied orbital energy (spin up / spin down) is 0.34 / 0.30 eV. The value obtained for the HOMO energy (spin up / spin down) is -7.9 / -7.7 eV.

XYZ file:
```
14
C6H8 ωB97M-V with the def2-TZVPD basis set
C -2.18 -0.59 0.47
C -1.54 0.77 0.48
C -1.75 0.06 -0.83
C -0.40 0.18 -0.25
C 2.03 0.36 0.01
C 0.84 -0.61 -0.03
H -1.72 -1.48 0.88
H -1.78 1.73 0.88
H -2.22 0.27 -1.76
H 2.95 -0.20 0.15
H 1.91 1.06 0.84
H 2.09 0.92 -0.92
H 0.80 -1.15 0.92
H 0.96 -1.33 -0.84
```

=====

Taking the most stable structure as the zero point, the relative energies in eV are i 0.000; ii 0.174.

=====

i.
ORCA calculation (ωB97M-V with the def2-TZVPD basis set) on 2 unconnected molecules or ions with the total composition C5H9N2O2.

The net charge is +1. Its lowest unoccupied orbital energy is -4.04 eV. The value obtained for the HOMO energy is -14.4 eV.

XYZ file:
```
18
C5H9N2O2 ωB97M-V with the def2-TZVPD basis set
C 2.65 -0.71 -1.10
C 2.16 -0.60 -2.23
C -1.94 0.83 2.28
C -0.34 -0.12 0.75
C 1.49 -0.49 -3.48
N -2.18 1.75 1.48
N -1.12 -0.24 1.76
O -2.27 0.48 3.53
O 0.35 -1.14 0.30
H 3.13 -0.80 -0.15
H -0.49 0.82 0.11
H 1.94 -1.14 -4.12
H 1.45 0.50 -3.83
H 0.45 -0.88 -3.25
H -2.90 2.44 1.75
H -0.97 -0.84 2.46
H -2.74 1.15 4.03
H 1.34 -1.01 -0.30
```

=====

ii.
ORCA calculation (ωB97M-V with the def2-TZVPD basis set) on a gas-phase ion, C5H9N2O2 (charge +1).

Its SMILES is C[C@]12OCCN1C=[NH+]O2. The net charge is +1. Its lowest unoccupied orbital energy is -4.15 eV. The value obtained for the HOMO energy is -14.4 eV.

XYZ file:
```
18
C5H9N2O2 ωB97M-V with the def2-TZVPD basis set
C 1.03 1.54 -0.94
C 0.07 0.82 0.05
O 0.50 0.66 1.33
C 0.76 -0.78 1.62
C 0.65 -1.49 0.26
N -0.30 -0.60 -0.34
C -1.57 -0.62 -0.82
N -2.12 0.48 -0.48
O -1.18 1.44 0.04
H 1.94 1.58 -0.45
H 0.60 2.52 -1.17
H 1.07 0.97 -1.81
H 0.03 -1.21 2.40
H 1.86 -0.68 2.14
H 1.60 -1.52 -0.36
H 0.22 -2.43 0.32
H -2.05 -1.39 -1.30
H -3.11 0.69 -0.48
```

=====

Taking the most stable structure as the zero point, the relative energies in eV are i 0.000; ii 0.249.

=====

i.
ORCA calculation (ωB97M-V with the def2-TZVPD basis set) on C6H10O in the gas phase.

Its SMILES is C[C@]12CC[C@H]1CO2. Its lowest unoccupied orbital energy is 1.09 eV. The value obtained for the HOMO energy is -9.4 eV.

XYZ file:
```
17
C6H10O ωB97M-V with the def2-TZVPD basis set
C 0.10 1.59 -1.26
C -0.19 0.37 -0.43
C -0.77 0.57 0.99
C 0.21 -0.49 1.54
C 0.83 -0.65 0.14
C 0.02 -1.70 -0.64
O -0.86 -0.68 -1.15
H -0.83 2.11 -1.53
H 0.73 2.31 -0.71
H 0.62 1.32 -2.19
H -0.59 1.57 1.40
H -1.84 0.36 1.07
H -0.25 -1.41 1.89
H 0.89 -0.12 2.32
H 1.91 -0.53 0.02
H -0.48 -2.43 0.03
H 0.44 -2.34 -1.42
```

=====

ii.
ORCA calculation (ωB97M-V with the def2-TZVPD basis set) on C6H10O in the gas phase.

Its SMILES is O=CCCC1CC1. Its lowest unoccupied orbital energy is 1.00 eV. The value obtained for the HOMO energy is -9.8 eV.

XYZ file:
```
17
C6H10O ωB97M-V with the def2-TZVPD basis set
O -0.26 3.28 0.41
C -1.15 2.51 0.69
C -1.24 1.12 0.10
C 0.12 0.40 0.12
C 0.04 -1.12 0.17
C 0.23 -1.97 -1.06
C 1.31 -1.89 -0.02
H -1.94 2.80 1.41
H -2.01 0.55 0.64
H -1.59 1.24 -0.93
H 0.70 0.74 1.00
H 0.70 0.71 -0.75
H -0.64 -1.52 0.92
H -0.33 -2.90 -1.13
H 0.39 -1.48 -2.01
H 1.50 -2.76 0.60
H 2.21 -1.32 -0.27
```

=====

iii.
ORCA calculation (ωB97M-V with the def2-TZVPD basis set) on C6H10O in the gas phase.

Its SMILES is O=CCCC1CC1. Its lowest unoccupied orbital energy is 1.08 eV. The value obtained for the HOMO energy is -9.8 eV.

XYZ file:
```
17
C6H10O ωB97M-V with the def2-TZVPD basis set
O 1.81 -1.30 1.97
C 2.24 -0.98 0.89
C 1.56 -0.05 -0.08
C 0.35 0.70 0.49
C -0.80 0.75 -0.49
C -1.43 -0.55 -0.86
C -2.21 0.47 -0.08
H 3.20 -1.41 0.52
H 2.31 0.62 -0.52
H 1.24 -0.70 -0.91
H 0.64 1.71 0.79
H 0.03 0.20 1.41
H -0.69 1.47 -1.30
H -1.72 -0.74 -1.90
H -1.08 -1.43 -0.33
H -3.03 0.98 -0.59
H -2.41 0.26 0.97
```

=====

Taking the most stable structure as the zero point, the relative energies in eV are i 0.593; ii 0.063; iii 0.000.

=====

i.
ORCA calculation (ωB97M-V with the def2-TZVPD basis set) on 2 unconnected molecules or ions with the total composition C3H12N4.

Its lowest unoccupied orbital energy is 0.93 eV. The value obtained for the HOMO energy is -8.1 eV.

XYZ file:
```
19
C3H12N4 ωB97M-V with the def2-TZVPD basis set
C 2.59 0.84 -2.62
C -1.68 0.35 2.51
C 1.87 1.15 -1.26
N -2.65 -1.62 1.40
N -0.71 -1.89 -0.08
N -1.70 -0.68 1.50
N -0.76 -0.71 0.70
H 3.20 -0.09 -2.35
H 2.04 0.87 -3.49
H 3.40 1.63 -2.66
H -1.00 1.16 2.13
H -2.76 0.63 2.76
H -1.54 -0.17 3.40
H 1.00 0.46 -0.98
H 2.46 1.30 -0.45
H 1.53 2.19 -1.42
H -3.34 -1.53 2.12
H -0.26 -1.61 -1.04
H -1.70 -2.29 -0.17
```

=====

ii.
ORCA calculation (ωB97M-V with the def2-TZVPD basis set) on a molecular structure, C3H12N4.

Its lowest unoccupied orbital energy is 1.05 eV. The value obtained for the HOMO energy is -8.8 eV.

XYZ file:
```
19
C3H12N4 ωB97M-V with the def2-TZVPD basis set
C -1.40 -0.48 -0.11
C 1.96 -1.45 0.27
C -2.68 0.33 -0.22
N 1.82 -0.10 0.78
N 0.03 1.07 -0.79
N -0.05 0.27 0.39
N 2.41 0.77 -0.02
H -0.12 2.05 -0.55
H -0.27 0.79 1.23
H 1.37 1.14 -0.83
H 2.54 1.64 0.50
H -1.50 -1.23 0.68
H -1.14 -0.98 -1.04
H 1.89 -1.50 -0.83
H 2.94 -1.82 0.57
H 1.18 -2.07 0.69
H -2.82 0.95 0.66
H -2.66 0.97 -1.10
H -3.53 -0.34 -0.28
```

=====

Taking the most stable structure as the zero point, the relative energies in eV are i 0.000; ii 0.622.

=====

i.
ORCA calculation (ωB97M-V with the def2-TZVPD basis set) on a gas-phase ion, C3H10NS (charge +2).

The net charge is +2. Its multiplicity is 2. Its lowest unoccupied orbital energy (spin up / spin down) is -10.31 / -15.94 eV. The value obtained for the HOMO energy (spin up / spin down) is -19.4 / -19.4 eV.

XYZ file:
```
15
C3H10NS ωB97M-V with the def2-TZVPD basis set
C -1.02 1.09 1.14
N -0.30 0.81 2.34
H -1.77 0.30 1.01
H -1.66 2.02 1.16
H -0.79 1.14 3.18
H 0.62 1.29 2.44
C 0.38 -1.34 -2.14
C 0.67 -1.02 -0.66
S -0.01 0.78 -0.34
H -0.04 -0.57 -2.74
H -0.23 -2.26 -2.20
H 1.35 -1.53 -2.57
H 0.14 -1.58 0.11
H 1.74 -0.91 -0.43
H 0.91 1.79 -0.28
```

=====

ii.
ORCA calculation (ωB97M-V with the def2-TZVPD basis set) on a molecular structure, C3H10NS.

The net charge is +2. Its multiplicity is 2. Its lowest unoccupied orbital energy (spin up / spin down) is -10.22 / -12.89 eV. The value obtained for the HOMO energy (spin up / spin down) is -20.8 / -21.0 eV.

XYZ file:
```
15
C3H10NS ωB97M-V with the def2-TZVPD basis set
C 0.35 1.79 0.56
N -0.81 2.38 0.49
H 0.66 1.40 1.53
H 1.16 2.33 0.06
H -1.50 2.30 1.23
H -0.94 3.07 -0.24
C -0.60 -1.47 -1.64
S 0.16 -0.34 -0.36
C 0.78 -1.53 0.84
H 0.16 -2.20 -1.92
H -1.55 -1.77 -1.21
H -0.79 -0.74 -2.43
H 1.12 -1.04 1.75
H 1.73 -1.84 0.37
H 0.07 -2.35 0.96
```

=====

Taking the most stable structure as the zero point, the relative energies in eV are i 3.242; ii 0.000.

=====

i.
ORCA calculation (ωB97M-V with the def2-TZVPD basis set) on a molecular structure, C2H6N4O.

Its lowest unoccupied orbital energy is 0.09 eV. The value obtained for the HOMO energy is -9.0 eV.

XYZ file:
```
13
C2H6N4O ωB97M-V with the def2-TZVPD basis set
C 0.18 -0.64 -0.15
C -0.85 0.47 -0.04
H 3.20 0.32 -0.73
H 2.36 1.55 0.83
H 2.15 -1.38 0.30
H -3.01 0.56 0.05
H -2.67 -1.05 0.29
H 0.10 2.18 -0.10
N 2.01 0.71 -0.11
N 1.52 -0.48 0.23
N -2.20 -0.08 0.01
N -0.80 1.67 0.00
O -0.23 -1.73 -0.05
```

=====

ii.
ORCA calculation (ωB97M-V with the def2-TZVPD basis set) on C2H6N4O in the gas phase.

Its SMILES is [H]/N=C(/N)N/C=N/O. Its lowest unoccupied orbital energy is 0.66 eV. The value obtained for the HOMO energy is -8.8 eV.

XYZ file:
```
13
C2H6N4O ωB97M-V with the def2-TZVPD basis set
H 0.64 2.00 -0.54
N 1.52 1.55 -0.03
C 1.36 0.27 0.00
N 2.38 -0.64 -0.12
N 0.16 -0.42 -0.02
C -1.08 0.19 0.30
N -2.15 -0.49 -0.03
O -3.34 0.41 -0.17
H 3.50 -0.55 -0.06
H 1.98 -1.62 0.23
H 0.29 -1.40 -0.19
H -1.18 1.09 0.79
H -4.10 -0.42 -0.16
```

=====

Taking the most stable structure as the zero point, the relative energies in eV are i 1.367; ii 0.000.